The following is a DFT calculation (ωB97M-V with the def2-TZVPD basis set) of a 12-piece molecular cluster, C36H68O36 overall at a distorted geometry.

Geometry (Å):
C: 2.679 2.080 -0.761
O: 2.508 2.391 -2.129
C: 3.557 2.363 -2.949
O: 4.625 1.831 -2.798
O: 3.164 2.993 -4.054
C: 4.173 3.248 -5.012
H: 3.494 2.680 -0.360
H: 2.744 1.004 -0.596
H: 1.790 2.267 -0.158
H: 4.652 2.325 -5.348
H: 5.006 3.846 -4.643
H: 3.744 3.696 -5.903
C: -3.263 -1.007 -9.445
O: -3.170 -0.961 -8.043
C: -1.986 -1.206 -7.479
O: -0.968 -1.561 -8.004
O: -2.159 -1.036 -6.172
C: -1.058 -1.424 -5.326
H: -3.924 -0.210 -9.782
H: -3.725 -1.894 -9.899
H: -2.274 -1.036 -9.906
H: -0.182 -0.875 -5.667
H: -0.916 -2.500 -5.368
H: -1.328 -1.056 -4.341
C: 0.384 4.718 -0.888
O: 1.657 5.322 -0.748
C: 2.289 5.347 0.430
O: 1.749 5.158 1.487
O: 3.566 5.619 0.250
C: 4.008 6.622 -0.649
H: 0.312 3.950 -0.114
H: 0.175 4.174 -1.807
H: -0.360 5.503 -0.748
H: 3.462 6.617 -1.593
H: 5.054 6.470 -0.896
H: 3.865 7.604 -0.196
C: -0.867 -3.395 0.143
O: -2.268 -3.476 0.318
C: -2.937 -4.563 0.567
O: -2.515 -5.687 0.607
O: -4.184 -4.243 0.997
C: -5.095 -5.307 1.054
H: -0.569 -2.353 0.164
H: -0.462 -3.949 -0.702
H: -0.398 -3.835 1.031
H: -4.730 -6.149 1.640
H: -5.248 -5.764 0.060
H: -6.107 -4.918 1.152
C: -5.263 -0.543 2.193
O: -4.228 -0.492 1.236
C: -4.476 -1.151 0.092
O: -5.449 -1.803 -0.150
O: -3.586 -0.676 -0.777
C: -3.807 -0.795 -2.175
H: -5.013 0.035 3.084
H: -5.410 -1.553 2.583
H: -6.192 -0.138 1.793
H: -4.598 -0.152 -2.547
H: -3.956 -1.864 -2.364
H: -2.878 -0.635 -2.719
C: 6.012 -0.352 2.773
O: 4.770 -0.619 3.457
C: 3.752 0.211 3.283
O: 3.664 1.168 2.549
O: 2.780 -0.234 4.053
C: 1.560 0.493 4.194
H: 6.751 -0.827 3.408
H: 6.255 0.704 2.655
H: 5.857 -0.736 1.764
H: 1.603 1.306 4.914
H: 0.831 -0.289 4.379
H: 1.346 0.957 3.229
C: 3.025 -1.081 -2.295
O: 2.221 -2.217 -2.361
C: 2.704 -3.372 -2.738
O: 3.813 -3.583 -3.141
O: 1.754 -4.306 -2.569
C: 1.927 -5.481 -3.327
H: 3.761 -0.806 -3.053
H: 3.536 -0.979 -1.336
H: 2.398 -0.189 -2.353
H: 0.940 -5.948 -3.383
H: 2.714 -6.164 -3.025
H: 2.044 -5.292 -4.402
C: 2.352 -2.120 1.235
O: 2.970 -3.402 1.300
C: 4.233 -3.503 0.883
O: 4.818 -2.798 0.119
O: 4.733 -4.600 1.482
C: 6.004 -5.062 1.036
H: 1.775 -1.957 2.144
H: 1.622 -2.236 0.430
H: 3.070 -1.327 1.027
H: 6.394 -4.597 0.133
H: 5.921 -6.133 0.861
H: 6.684 -4.869 1.866
C: -0.593 -6.130 3.836
O: -1.611 -5.132 3.964
C: -1.299 -3.873 3.658
O: -0.151 -3.508 3.535
O: -2.364 -3.148 3.470
C: -2.177 -1.754 3.273
H: -0.373 -6.567 4.807
H: 0.284 -5.860 3.258
H: -1.147 -6.889 3.275
H: -2.972 -1.212 3.777
H: -2.261 -1.543 2.207
H: -1.195 -1.413 3.595
C: -3.790 3.165 3.926
O: -2.695 3.949 4.415
C: -1.417 3.591 4.175
O: -1.069 2.528 3.723
O: -0.670 4.562 4.612
C: 0.733 4.336 4.709
H: -3.935 2.240 4.481
H: -3.645 2.884 2.884
H: -4.624 3.845 4.065
H: 0.921 3.369 5.176
H: 1.267 5.114 5.243
H: 1.127 4.277 3.691
O: -3.916 3.256 -0.865
C: -3.793 4.220 -0.177
O: -4.309 5.434 -0.405
C: -4.105 6.348 0.652
C: -3.328 5.435 1.671
O: -3.075 4.263 0.956
H: -3.465 7.182 0.361
H: -5.049 6.753 1.010
H: -3.893 5.305 2.590
H: -2.369 5.889 1.921
O: -0.151 -0.663 -1.855
C: -0.421 0.102 -0.984
O: 0.213 0.233 0.217
C: -0.493 1.124 1.094
C: -1.654 1.549 0.201
O: -1.244 1.164 -1.097
H: -0.959 0.518 1.868
H: 0.173 1.930 1.384
H: -1.647 2.632 0.288
H: -2.563 1.080 0.556

Gap between HOMO and LUMO in eV: 10.395
Relative energy (zero: lowest compared OMol25 entry of this formula, charge and spin) in kcal/mol: 29.43

=====

The following is a DFT calculation (ωB97M-V with the def2-TZVPD basis set) of C28H67N6O11Y as an isolated structure at a distorted geometry.

Geometry (Å):
Y: 0.727 3.926 -2.228
C: 0.686 -1.544 0.667
C: 0.462 -0.209 1.213
O: 0.772 0.798 0.275
H: 1.755 -1.572 0.456
H: 0.006 -1.922 -0.096
H: 0.790 -2.170 1.554
H: 1.174 0.059 1.993
H: -0.506 -0.078 1.697
C: 5.959 -10.281 -4.944
O: 4.894 -9.616 -5.508
C: 4.868 -8.201 -5.187
C: 4.446 -7.785 -3.679
O: 4.843 -6.402 -3.372
C: 4.341 -6.019 -2.086
H: 5.854 -10.336 -3.860
H: 6.957 -9.908 -5.171
H: 6.005 -11.309 -5.306
H: 4.072 -7.754 -5.782
H: 5.850 -7.777 -5.394
H: 4.914 -8.467 -2.970
H: 3.368 -7.946 -3.670
H: 4.794 -5.188 -1.545
H: 4.711 -6.764 -1.382
H: 3.276 -5.833 -1.946
C: -6.609 0.284 7.728
O: -5.619 1.055 6.940
C: -4.370 0.332 6.982
C: -3.501 0.722 8.151
O: -4.186 0.744 9.414
C: -3.349 0.936 10.598
H: -7.174 1.106 8.168
H: -6.105 -0.324 8.479
H: -7.306 -0.208 7.050
H: -4.017 0.553 5.975
H: -4.348 -0.758 6.962
H: -3.327 1.785 7.979
H: -2.463 0.391 8.176
H: -3.891 1.209 11.504
H: -2.663 1.759 10.399
H: -2.663 0.102 10.751
C: 0.641 0.662 -6.504
O: 0.569 1.260 -5.426
N: 1.007 -0.551 -6.764
C: 1.381 -0.932 -8.093
C: 1.381 -1.402 -5.712
H: 0.506 1.240 -7.431
H: 2.469 -0.955 -8.145
H: 0.926 -0.259 -8.820
H: 1.167 -1.995 -8.203
H: 0.872 -2.330 -5.974
H: 2.468 -1.487 -5.728
H: 1.080 -1.147 -4.696
C: -2.540 7.034 0.968
O: -1.854 6.154 0.483
N: -3.180 6.772 2.047
C: -3.930 7.756 2.743
C: -3.274 5.488 2.677
H: -2.600 8.055 0.560
H: -4.996 7.529 2.747
H: -3.628 8.735 2.372
H: -3.779 7.772 3.822
H: -4.318 5.177 2.658
H: -2.567 4.752 2.294
H: -2.965 5.589 3.718
C: -3.318 -4.504 -0.522
O: -3.649 -3.746 -1.407
N: -2.634 -5.678 -0.725
C: -2.194 -6.616 0.381
C: -2.124 -6.008 -2.013
H: -3.649 -4.274 0.503
H: -2.639 -7.568 0.092
H: -2.654 -6.197 1.276
H: -1.113 -6.659 0.508
H: -2.519 -6.906 -2.489
H: -2.257 -5.235 -2.769
H: -1.039 -6.104 -1.980
C: -4.146 1.924 -1.561
O: -3.295 2.692 -1.969
N: -5.454 2.304 -1.353
C: -6.416 1.660 -0.518
C: -5.943 3.617 -1.793
H: -3.972 0.860 -1.339
H: -6.428 1.953 0.532
H: -6.165 0.601 -0.454
H: -7.430 1.697 -0.917
H: -6.378 4.333 -1.095
H: -5.126 4.059 -2.363
H: -6.677 3.528 -2.593
C: 2.849 6.371 1.767
O: 2.708 5.461 1.014
N: 2.700 6.390 3.092
C: 2.708 7.578 3.869
C: 2.546 5.144 3.913
H: 3.055 7.355 1.319
H: 2.455 8.502 3.349
H: 3.591 7.703 4.495
H: 1.806 7.482 4.474
H: 1.530 5.027 4.290
H: 2.605 4.349 3.170
H: 3.288 5.144 4.712
C: 5.589 2.346 -3.753
O: 4.412 2.511 -3.456
N: 6.325 1.294 -3.303
C: 7.702 1.110 -3.730
C: 5.804 0.273 -2.466
H: 6.201 2.992 -4.401
H: 8.117 1.841 -4.425
H: 7.754 0.135 -4.215
H: 8.272 1.001 -2.808
H: 6.340 0.031 -1.547
H: 4.766 0.557 -2.295
H: 5.830 -0.633 -3.072

Charge: +2
Gap between HOMO and LUMO in eV: 2.358

=====

The following is a DFT calculation (ωB97M-V with the def2-TZVPD basis set) of the molecule C3H4N4O2S at a distorted geometry.

Geometry (Å):
O: 3.395 -0.079 -0.926
S: 2.363 -0.024 0.060
O: 2.762 0.082 1.463
N: 1.228 1.178 -0.338
C: -0.208 0.710 -0.263
C: -0.162 -0.714 0.003
N: -0.995 -1.733 0.062
N: -0.232 -2.786 0.012
N: 1.067 -2.602 -0.172
C: 1.151 -1.301 -0.130
H: 1.221 2.008 0.135
H: -0.573 0.828 -1.262
H: -0.952 1.233 0.402
H: -0.559 -3.773 0.145

Gap between HOMO and LUMO in eV: 10.972
Relative energy (zero: lowest compared OMol25 entry of this formula, charge and spin) in kcal/mol: 54.34

=====

The following is a DFT calculation (ωB97M-V with the def2-TZVPD basis set) of a 3-piece molecular cluster, C4H15N2OS overall at a distorted geometry.

Geometry (Å):
N: 1.877 -0.039 -1.653
C: 0.524 -0.508 -1.877
C: -0.600 0.511 -1.912
S: -0.588 1.670 -0.505
C: 0.158 -1.603 -0.827
N: -0.076 -1.238 0.577
C: -1.321 -1.054 1.343
H: -1.334 2.261 2.802
H: 1.793 0.653 -0.919
H: 2.470 0.244 -2.450
H: 0.298 -1.089 -2.845
H: -1.592 -0.009 -2.025
H: -0.415 1.120 -2.799
H: -1.150 1.807 3.364
H: 0.974 -2.334 -0.873
H: -0.634 -2.229 -1.300
H: 0.698 -0.670 0.888
H: -1.230 -0.179 1.886
H: -2.198 -0.819 0.597
H: -1.652 -1.850 1.938
H: 0.881 1.535 1.559
H: 1.621 2.365 2.687
O: 1.496 1.455 2.346

Charge: +1
Gap between HOMO and LUMO in eV: 5.560
Relative energy (zero: lowest compared OMol25 entry of this formula, charge and spin) in kcal/mol: 141.01

=====

Summary of LUMO in eV
0.19 -9.63 0.71 -8.41
(order as listed above)